Record 1
{
  "formula": "C15H26NO9P",
  "method": "the ωB97M-V functional and the def2-TZVPD basis",
  "symbols": ["C", "C", "O", "O", "C", "O", "C", "O", "P", "O", "O", "O", "C", "C", "C", "C", "C", "N", "H", "H", "H", "H", "H", "H", "H", "H", "H", "H", "C", "C", "C", "O", "H", "H", "H", "H", "H", "H", "H", "H", "C", "C", "C", "O", "H", "H", "H", "H", "H", "H", "H", "H"],
  "positions_angstrom": [[-0.608225, 1.223105, -1.503079], [-0.322158, 1.867174, -0.096351], [-0.920643, 2.848683, 0.218394], [0.618667, 1.179309, 0.701459], [1.125019, 1.962401, 1.751395], [0.445977, 2.324528, 2.663605], [2.658645, 2.373535, 1.826655], [3.532587, 1.220217, 1.936967], [3.849232, 0.865762, 3.528747], [4.545823, 1.938374, 4.267136], [2.389431, 0.633645, 4.286534], [4.806527, -0.494040, 3.555705], [4.093024, -1.594947, 2.964173], [4.508686, -1.920575, 1.618445], [3.787335, -3.037858, 0.972961], [2.762219, -3.615805, 1.842973], [2.457982, -3.166183, 3.181330], [3.161120, -2.147520, 3.750676], [0.126232, 1.601215, -2.255099], [-0.632865, 0.109717, -1.434202], [-1.625268, 1.580452, -1.792788], [2.806253, 3.029622, 2.722587], [2.900764, 2.915029, 0.880081], [1.869865, 0.071037, 3.675186], [5.314549, -1.378881, 1.071362], [4.006707, -3.393473, -0.051906], [2.157233, -4.464950, 1.438108], [1.648504, -3.646657, 3.782997], [-2.683233, -1.102661, 1.598238], [-1.734594, -2.138579, 1.014606], [-1.234216, -3.095650, 2.085294], [-0.624164, -1.478332, 0.409069], [-2.178718, -0.496678, 2.357193], [-3.026382, -0.416083, 0.821111], [-3.554652, -1.577312, 2.054397], [-2.243391, -2.701092, 0.228452], [-0.681004, -2.556353, 2.860729], [-0.546069, -3.826672, 1.654417], [-2.062148, -3.630219, 2.556037], [-0.166234, -0.976672, 1.094753], [-4.659008, 2.221847, -5.033865], [-3.147871, 2.336757, -4.908527], [-2.473291, 2.268347, -6.269791], [-2.656857, 1.282765, -4.079956], [-4.940334, 1.263909, -5.481890], [-5.129337, 2.261929, -4.049194], [-5.066804, 3.026933, -5.648721], [-2.890766, 3.278293, -4.418321], [-2.681164, 1.312002, -6.759300], [-1.388784, 2.341500, -6.164175], [-2.815871, 3.074785, -6.921551], [-2.878328, 0.444321, -4.503055]],
  "atomic_forces_ev_per_a": [[-0.1, -0.1, 1.0], [-1.4, -0.6, -2.1], [0.9, -0.1, 0.7], [0.7, 1.3, -0.1], [0.7, 0.6, 1.7], [-0.3, -0.4, -0.6], [-0.6, -0.1, -0.9], [-0.3, -0.7, 1.5], [1.0, 1.5, 2.2], [-0.5, -0.8, -1.0], [1.7, -0.7, -2.5], [-2.9, 0.6, -1.3], [1.1, 0.0, -0.9], [-1.8, -2.1, -0.3], [-0.3, 1.7, 3.8], [0.1, -0.1, -0.6], [1.2, 0.1, -1.7], [0.1, -0.6, -1.8], [-0.5, -0.5, 0.7], [0.3, 0.9, -0.1], [1.0, -0.2, 0.2], [-0.4, -0.5, -0.9], [0.1, -0.5, 0.8], [-0.2, 0.1, 0.8], [-0.8, -0.3, 0.9], [-0.3, 0.3, 0.9], [0.6, 0.9, 0.4], [0.9, 0.5, -0.6], [-0.2, 0.1, -0.1], [0.2, 0.3, 0.6], [0.0, -0.3, -0.1], [0.0, -0.2, -0.3], [0.0, -0.1, 0.0], [0.0, -0.1, 0.0], [0.0, 0.0, 0.0], [0.2, 0.1, -0.1], [-0.1, 0.1, 0.0], [-0.1, 0.0, 0.0], [0.1, 0.0, 0.0], [0.0, 0.0, -0.1], [-0.1, 0.1, 0.2], [-0.3, -0.5, -0.5], [0.2, 0.1, 0.0], [0.1, 0.1, 0.2], [0.1, 0.1, -0.1], [0.0, 0.1, 0.0], [0.0, -0.1, 0.0], [0.1, -0.2, 0.1], [-0.1, 0.0, 0.0], [-0.1, 0.1, 0.0], [0.0, -0.1, 0.0], [0.0, 0.1, 0.0]],
  "charge": 0,
  "fmax_ev_per_a": 4.21,
  "homo_energy_ev": -9.954,
  "lumo_energy_ev": 0.03,
  "smiles": "CC(=O)OC(=O)CO[P@@](=O)(O)Oc1ccccn1.CC(C)O.CC(C)O",
  "energy_ha": -1660.49054
}


Record 2
{
  "formula": "C15H27AsNO4S2SbY",
  "method": "the ωB97M-V functional and the def2-TZVPD basis",
  "symbols": ["Y", "C", "C", "C", "C", "C", "C", "C", "S", "O", "O", "N", "C", "C", "O", "O", "H", "H", "H", "H", "H", "H", "H", "H", "H", "C", "As", "C", "C", "S", "H", "H", "H", "H", "H", "H", "H", "H", "H", "C", "Sb", "C", "C", "H", "H", "H", "H", "H", "H", "H", "H", "H"],
  "positions_angstrom": [[-0.270573, -1.586797, -0.226739], [1.405919, 6.412024, 2.631934], [1.019411, 5.059672, 2.108016], [1.963987, 4.038597, 1.993508], [1.608514, 2.791610, 1.516036], [0.285692, 2.564954, 1.156080], [-0.676437, 3.559594, 1.257221], [-0.298361, 4.802580, 1.732842], [-0.147593, 0.998435, 0.532971], [0.218191, -0.077566, 1.506061], [-1.581325, 0.958357, 0.255491], [0.686172, 0.542713, -0.721250], [0.283055, 1.061618, -2.030008], [-0.653131, 0.084775, -2.763369], [-1.276375, 0.396140, -3.736308], [-0.654137, -1.129241, -2.206359], [2.480035, 6.487540, 2.788341], [0.909884, 6.607965, 3.583848], [1.102718, 7.197853, 1.939687], [2.989847, 4.228468, 2.281530], [2.344067, 2.002943, 1.425301], [-1.698174, 3.356495, 0.967335], [-1.038456, 5.588674, 1.814471], [1.168626, 1.186213, -2.657274], [-0.207877, 2.035542, -1.984615], [3.565552, -1.395913, -1.645422], [2.689945, -3.058866, -2.026918], [4.014420, -4.425362, -2.256361], [1.736404, -2.901780, -3.683071], [1.440813, -3.671834, -0.391159], [4.219350, -1.140147, -2.478843], [4.149646, -1.513115, -0.734708], [2.817591, -0.616633, -1.495910], [4.669078, -4.167598, -3.087519], [3.498804, -5.361076, -2.462644], [4.589325, -4.521008, -1.338081], [2.418790, -2.540136, -4.451531], [0.896441, -2.221300, -3.560738], [1.364819, -3.889003, -3.952172], [-4.196921, -4.006587, 1.283928], [-3.106743, -2.193578, 1.124421], [-4.538577, -0.904484, 0.237487], [-3.171448, -1.508148, 3.132142], [-5.141301, -3.812912, 1.788796], [-3.622151, -4.731487, 1.856533], [-4.392882, -4.410485, 0.292971], [-5.461933, -0.925610, 0.813568], [-4.740017, -1.203529, -0.788900], [-4.121051, 0.100549, 0.238643], [-4.204908, -1.474994, 3.472205], [-2.741167, -0.508753, 3.168297], [-2.595559, -2.165367, 3.780236]],
  "atomic_forces_ev_per_a": [[0.2, -0.2, 0.1], [0.0, 0.0, 0.0], [0.0, 0.0, 0.0], [0.0, 0.0, 0.0], [0.0, 0.0, 0.0], [0.1, 0.0, 0.0], [-0.1, 0.0, 0.0], [0.0, 0.0, 0.0], [-0.1, 0.0, 0.1], [-0.1, 0.1, -0.1], [0.0, 0.1, 0.0], [0.0, -0.1, 0.1], [-0.1, 0.1, -0.1], [0.1, 0.2, 0.2], [0.0, -0.1, -0.1], [-0.2, -0.1, -0.2], [0.0, 0.0, 0.0], [0.0, 0.0, 0.0], [0.0, 0.0, 0.0], [0.0, 0.0, 0.0], [0.0, 0.0, 0.0], [0.0, 0.0, 0.0], [0.0, 0.0, 0.0], [0.0, 0.0, 0.0], [0.0, 0.0, 0.0], [0.0, 0.0, 0.0], [-0.1, -0.1, 0.1], [0.0, 0.0, 0.0], [0.0, 0.0, 0.0], [0.1, 0.1, -0.1], [0.0, 0.0, 0.0], [0.0, 0.0, 0.0], [0.0, 0.0, 0.0], [0.0, 0.0, 0.0], [0.0, 0.0, 0.0], [0.0, 0.0, 0.0], [0.0, 0.0, 0.0], [0.0, 0.0, 0.0], [0.0, 0.0, 0.0], [0.0, 0.0, 0.0], [0.0, 0.1, -0.1], [0.0, 0.0, 0.0], [0.0, 0.1, 0.0], [0.0, 0.0, 0.0], [0.0, 0.0, 0.0], [0.0, 0.0, 0.0], [0.0, 0.0, 0.0], [0.0, 0.0, 0.0], [0.0, 0.0, 0.0], [0.0, 0.0, 0.0], [0.0, 0.0, 0.0], [0.0, 0.0, 0.0]],
  "charge": 1,
  "fmax_ev_per_a": 0.30,
  "homo_energy_ev": -11.848,
  "lumo_energy_ev": -2.73,
  "energy_ha": -4254.11404,
  "relative_energy_ev": 0.419
}


Record 3
{
  "formula": "C15H27AuF6N3O2Ta",
  "method": "the ωB97M-V functional and the def2-TZVPD basis",
  "symbols": ["N", "C", "O", "Au", "Ta", "N", "N", "C", "C", "C", "C", "C", "C", "C", "C", "H", "H", "H", "H", "H", "H", "H", "H", "H", "H", "H", "H", "H", "H", "H", "H", "H", "H", "C", "H", "H", "H", "C", "H", "H", "H", "C", "C", "O", "C", "F", "F", "F", "C", "F", "F", "F", "H", "H", "H"],
  "positions_angstrom": [[-2.084718, -0.916813, 0.371930], [-2.965417, -1.748402, 0.390641], [-3.773208, -2.600802, 0.397276], [-1.930158, 3.156140, 0.705868], [-0.328968, -0.004571, 0.370864], [-0.248335, 1.668172, -0.696416], [0.550132, -1.525786, -0.533219], [-0.717866, 2.346515, -1.911560], [0.170269, -2.505736, -1.565164], [-0.521529, 3.855076, -1.822087], [0.112280, 1.915038, -3.140406], [-2.167290, 1.973975, -2.125734], [-0.379491, -3.756557, -0.863777], [1.403709, -2.922764, -2.387394], [-0.878025, -1.926440, -2.492574], [-1.084807, 4.302932, -0.993393], [-0.925432, 4.276510, -2.746638], [0.534882, 4.114208, -1.726786], [1.154193, 2.267947, -3.072540], [-0.341881, 2.382986, -4.032431], [0.121403, 0.825715, -3.304567], [-2.323322, 0.895012, -2.232921], [-2.505423, 2.481768, -3.032732], [-2.783315, 2.339987, -1.296581], [0.377120, -4.213282, -0.206933], [-0.661303, -4.489394, -1.636852], [-1.267602, -3.511842, -0.270472], [2.131794, -3.511786, -1.802806], [1.905197, -2.045577, -2.822698], [1.060392, -3.563214, -3.215566], [-1.075623, -2.680142, -3.260283], [-0.505676, -1.028318, -2.990199], [-1.811071, -1.724958, -1.972745], [1.170123, 2.016809, -0.306789], [1.688952, 1.157713, 0.174139], [1.771122, 2.268695, -1.187984], [1.167705, 2.860380, 0.390614], [1.775296, -1.891123, 0.242355], [1.840343, -1.365149, 1.213731], [1.769268, -2.976571, 0.459791], [2.689493, -1.653864, -0.335242], [-0.910761, 0.314685, 4.241351], [0.427581, 0.358285, 3.561019], [0.318520, 0.237953, 2.112866], [1.188799, 1.687168, 3.845123], [1.437181, 1.866813, 5.172470], [2.378116, 1.744715, 3.201524], [0.441386, 2.753482, 3.418700], [1.352117, -0.804820, 4.025990], [1.641731, -0.767739, 5.352462], [0.742795, -2.006769, 3.770165], [2.536006, -0.817911, 3.349438], [-1.570534, 1.061068, 3.788997], [-0.767716, 0.517860, 5.307908], [-1.328413, -0.687291, 4.120267]],
  "atomic_forces_ev_per_a": [[0.9, 1.8, 0.3], [-1.9, -2.5, 0.1], [1.6, 2.1, 0.0], [0.5, -0.5, -0.1], [-0.3, -3.7, -0.4], [0.2, 1.1, 0.7], [0.1, 1.8, 1.8], [0.4, -0.3, -0.9], [0.4, -0.7, -0.4], [0.0, -0.4, -0.5], [0.1, -0.2, -0.5], [0.2, 0.1, -0.5], [-0.1, -0.1, 0.0], [0.1, 0.0, -0.2], [0.1, -0.2, -0.2], [-0.2, 0.3, 0.4], [0.2, 0.2, 0.2], [-0.2, 0.2, 0.0], [-0.4, -0.1, -0.1], [0.3, -0.2, 0.4], [-0.1, 0.5, 0.2], [0.0, 0.2, 0.0], [-0.2, -0.2, 0.1], [-0.3, 0.0, 0.2], [-0.4, 0.1, -0.3], [0.1, 0.2, 0.4], [0.2, -0.2, -0.1], [-0.3, 0.3, -0.2], [-0.1, -0.2, 0.1], [0.2, 0.2, 0.3], [-0.1, 0.2, 0.0], [-0.1, -0.1, 0.0], [-0.1, 0.1, -0.1], [-0.2, 0.4, 0.1], [0.0, 0.3, 0.0], [-0.2, -0.3, 0.2], [0.3, -0.3, -0.1], [0.5, -0.3, -0.1], [-0.1, -0.2, -0.5], [0.0, 0.7, 0.0], [-0.5, -0.1, 0.3], [-0.1, -0.2, 0.0], [1.2, 0.1, -0.5], [-0.4, 0.3, 0.8], [0.8, 1.1, 0.7], [-0.6, -0.3, -1.7], [-1.1, 0.0, 0.3], [0.4, -0.8, 0.1], [0.9, -1.6, 0.6], [-0.6, 0.2, -1.6], [0.4, 1.3, 0.1], [-1.2, 0.1, 0.5], [0.1, -0.1, 0.2], [-0.2, 0.0, -0.2], [-0.1, 0.2, 0.1]],
  "charge": 2,
  "fmax_ev_per_a": 3.73,
  "homo_energy_ev": -15.801,
  "lumo_energy_ev": -9.59,
  "energy_ha": -1693.87163,
  "relative_energy_ev": 0.000
}